1.
ORCA calculation (ωB97M-V with the def2-TZVPD basis set) on a 2-piece molecular cluster, C2H7NS overall.

Structure (XYZ):
```
11
Properties=species:S:1:pos:R:3:mulliken_spin:R:1
S 2.2336 0.0187 -0.0505 0.546
N -1.7987 -1.0757 -0.3630 0.599
C -1.5538 1.2795 0.1692 -0.572
C -1.4111 -0.0181 0.4440 1.870
H -2.1143 1.6105 -0.6952 0.018
H -1.6103 -1.9962 0.0209 -0.770
H -1.1491 2.0441 0.8189 -0.128
H 1.0988 -0.7126 0.0230 -0.069
H -1.2799 -0.3112 1.4812 -0.256
H -2.6708 -1.0187 -0.8654 -0.128
H 2.1329 0.0894 -1.3922 -0.108
```

Results
Gap between HOMO and LUMO (spin up / spin down) (eV): 2.6 / 8.7
Spin multiplicity: 2
Total charge: -1
LUMO energy (spin up / spin down) (Ha): 0.1413 / 0.1496
⟨S²⟩: 0.750

---

2.
ORCA calculation (ωB97M-V with the def2-TZVPD basis set) on the molecule C2H7NS.

Structure (XYZ):
```
11
Properties=species:S:1:pos:R:3:mulliken_charge:R:1
S -0.3172 0.9625 0.7792 -0.116
N -0.6638 -1.7912 0.4393 -0.585
C -0.8378 -0.4840 -0.2203 -0.396
C 1.1354 1.4464 -0.1972 -0.853
H 0.7827 1.6366 -1.2070 0.301
H -0.1304 -0.4889 -1.0440 0.189
H -1.5446 -2.1084 0.8057 0.230
H -1.8545 -0.4969 -0.5882 0.384
H 0.0020 -1.7178 1.2003 0.248
H 1.5145 2.3508 0.2700 0.296
H 1.9138 0.6908 -0.2376 0.302
```

Results
Structure (SMILES): CSCN
Gap between HOMO and LUMO (eV): 9.6
LUMO energy (Ha): 0.0377

---

3.
ORCA calculation (ωB97M-V with the def2-TZVPD basis set) on a 2-piece molecular cluster, C2H7NS2 overall.

Structure (XYZ):
```
12
Properties=species:S:1:pos:R:3:mulliken_charge:R:1
S -0.9503 -0.3749 2.5130 -0.211
S 1.1252 -0.3447 2.9598 -0.212
N -0.7519 0.3638 -0.6814 -0.328
C 0.0902 -0.5483 -1.4745 -0.674
C -0.4474 1.6015 -0.8460 -0.255
H -0.8864 2.3662 -0.2414 0.299
H 0.6625 -1.4133 -0.8932 0.209
H -0.5800 -1.1070 -2.1595 0.260
H -0.7160 -0.5360 1.1342 0.240
H 1.0873 -1.6758 3.3391 0.176
H 0.4118 1.8414 -1.5248 0.204
H 0.9551 -0.1731 -2.1253 0.292
```

Results
Structure (SMILES): C=NC.SS
Gap between HOMO and LUMO (eV): 9.6
LUMO energy (Ha): 0.0171

---

4.
ORCA calculation (ωB97M-V with the def2-TZVPD basis set) on a 2-piece molecular cluster, C2H7NS2 overall.

Structure (XYZ):
```
12
Properties=species:S:1:pos:R:3:mulliken_charge:R:1
S -1.9242 0.9884 0.4881 -0.305
S -0.3660 -1.7876 2.0572 -0.329
N -0.5153 0.6360 -0.2952 0.034
C 0.6538 0.6304 0.2689 -0.395
C -0.6124 0.2618 -1.6986 -0.867
H -0.0201 -1.2666 3.2279 0.147
H -1.2664 -0.8222 1.8241 0.134
H 1.5306 0.3743 -0.3010 0.265
H -0.0658 0.9746 -2.3181 0.342
H -1.6617 0.2621 -1.9906 0.259
H -0.1992 -0.7364 -1.8479 0.336
H 0.7458 0.9360 1.2967 0.378
```

Results
Structure (SMILES): C=[N+](C)[S-].S
Gap between HOMO and LUMO (spin up / spin down) (eV): 8.1 / 8.1
LUMO energy (spin up / spin down) (Ha): 0.0007 / 0.0007

---

5.
ORCA calculation (ωB97M-V with the def2-TZVPD basis set) on the molecule C2H7NSi.

Structure (XYZ):
```
11
Properties=species:S:1:pos:R:3:mulliken_charge:R:1
Si 1.2565 -0.0182 0.8609 0.393
N -2.1944 -0.5491 -0.4996 -0.620
C -0.9666 -0.5238 -0.8030 0.030
C 0.0443 0.5336 -0.4777 -0.701
H -0.5800 -1.4029 -1.3303 0.379
H 2.5667 0.6430 0.6808 -0.110
H 1.4408 -1.4825 0.7821 -0.105
H 0.7232 0.3319 2.1938 -0.095
H -0.4638 1.4481 -0.1526 0.311
H -2.4707 0.2966 0.0067 0.227
H 0.6285 0.7762 -1.3720 0.292
```

Results
Structure (SMILES): [H]/N=C\C[SiH3]
Gap between HOMO and LUMO (eV): 11.0
LUMO energy (Ha): 0.0381

---

6.
ORCA calculation (ωB97M-V with the def2-TZVPD basis set) on a 2-piece molecular cluster, C2H7O overall.

Structure (XYZ):
```
10
Properties=species:S:1:pos:R:3:mulliken_charge:R:1
O 0.9268 2.6147 -2.1705 -1.120
C 0.1375 -0.1022 0.4518 -0.832
C -0.8642 -1.2054 0.6841 -0.769
H -0.0623 0.5149 -0.4314 0.330
H 1.8817 2.6238 -2.3043 0.124
H -0.8153 -1.9328 -0.1303 0.250
H -1.8961 -0.8591 0.7750 0.265
H -0.6537 -1.8139 1.5689 0.255
H 1.1508 -0.4578 0.2877 0.248
H 0.1948 0.6178 1.2691 0.249
```

Results
Gap between HOMO and LUMO (eV): 5.9
Total charge: -1
LUMO energy (Ha): 0.1444

---

7.
ORCA calculation (ωB97M-V with the def2-TZVPD basis set) on a 2-piece molecular cluster, C2H7O overall.

Structure (XYZ):
```
10
Properties=species:S:1:pos:R:3:mulliken_spin:R:1
O -1.9086 1.0134 0.0772 -0.291
C 1.2817 -0.1182 0.5161 2.452
C 0.6669 -0.9395 -0.5896 2.874
H 2.2976 0.1163 0.1728 -1.259
H -0.4025 -1.1654 -0.5641 -0.447
H -2.6450 1.6016 0.2929 0.053
H 0.7072 0.7862 0.7222 -0.130
H 0.7357 -0.4412 -1.5687 -0.134
H 1.1115 -1.9234 -0.8293 -1.732
H 1.2831 -0.6522 1.4728 -0.387
```

Results
Gap between HOMO and LUMO (spin up / spin down) (eV): 3.1 / 7.4
Spin multiplicity: 2
Total charge: -2
LUMO energy (spin up / spin down) (Ha): 0.2934 / 0.2969
⟨S²⟩: 0.751

---

8.
ORCA calculation (ωB97M-V with the def2-TZVPD basis set) on a 2-piece molecular cluster, C2H7O2 overall.

Structure (XYZ):
```
11
Properties=species:S:1:pos:R:3:mulliken_charge:R:1
O 2.3798 0.5975 0.3306 -0.800
O 0.3001 -0.6908 -0.2274 -0.866
C -0.7340 -0.0069 0.3776 -0.185
C -2.0493 -0.1218 -0.4235 -0.918
H 2.9155 0.4114 -0.4528 0.239
H -2.2169 0.7664 -1.0303 0.220
H -0.9154 -0.3838 1.3933 0.151
H -1.9918 -0.9947 -1.0759 0.252
H -2.9461 -0.1704 0.2146 0.274
H -0.5051 1.0742 0.5005 0.179
H 1.4933 -0.0098 0.0938 0.454
```

Results
Gap between HOMO and LUMO (eV): 7.8
Total charge: -1
LUMO energy (Ha): 0.1729

---

9.
ORCA calculation (ωB97M-V with the def2-TZVPD basis set) on a 3-piece molecular cluster, C2H7O4 overall.

Structure (XYZ):
```
13
Properties=species:S:1:pos:R:3:mulliken_charge:R:1
O 1.6276 -1.6347 -1.9723 -0.684
O 0.3290 1.8383 0.7312 -0.725
O 0.4346 -0.7031 -0.2466 -0.683
O -0.6467 4.0658 2.2753 -0.670
C -0.4999 -2.7208 -1.3990 -0.824
C 0.6133 -1.5016 -1.2224 0.471
H 0.1534 4.0693 2.9009 0.293
H -0.0466 -3.6249 -0.8777 0.178
H 0.8005 1.5606 -0.0549 0.316
H -0.8100 -3.1701 -2.2741 0.365
H -1.4677 -2.3688 -0.6474 0.154
H -0.0131 0.8807 1.1196 0.374
H -0.4743 3.3092 1.6675 0.435
```

Results
Gap between HOMO and LUMO (eV): 8.2
Total charge: -1
LUMO energy (Ha): 0.1377

---

10.
ORCA calculation (ωB97M-V with the def2-TZVPD basis set) on the molecule C2H7OP.

Structure (XYZ):
```
11
Properties=species:S:1:pos:R:3:mulliken_charge:R:1
P 1.7678 0.3172 0.0841 0.304
O 3.0465 -0.3397 0.0617 -0.605
C 0.2383 -0.8899 0.0351 -0.389
C -0.9617 -0.0069 -0.0527 -0.919
H 0.3314 -1.6507 0.7805 0.419
H -0.7249 1.0325 -0.6414 0.224
H 0.5714 -1.1943 -0.9461 0.228
H -1.8353 -0.4041 -0.6611 0.274
H 1.9115 1.5570 0.8933 0.101
H -1.3749 0.4408 0.8525 0.314
H 1.4791 0.9675 -1.1550 0.048
```

Results
Structure (SMILES): CC[PH2]=O
Gap between HOMO and LUMO (eV): 10.9
LUMO energy (Ha): 0.0323

---

11.
ORCA calculation (ωB97M-V with the def2-TZVPD basis set) on C2H7OPS as an isolated structure.

Structure (XYZ):
```
12
Properties=species:S:1:pos:R:3:mulliken_charge:R:1
S 2.1048 0.9024 0.2047 -0.316
P 0.9087 -0.4853 -0.4321 0.416
O -1.1425 0.4777 -0.1408 -0.566
C 0.4455 -2.0872 0.3369 -0.739
C -0.9362 1.8277 0.0741 -0.446
H 1.2397 -2.8110 0.0222 0.337
H -1.8687 2.3412 -0.4379 0.191
H 0.0057 2.1979 -0.3982 0.213
H 0.3602 -1.8262 1.3721 0.281
H 0.4840 -0.3755 -1.8298 0.135
H -0.9701 2.1104 1.1898 0.188
H -0.6312 -2.2722 0.0392 0.306
```

Results
Gap between HOMO and LUMO (eV): 8.4
LUMO energy (Ha): -0.0196

---

12.
ORCA calculation (ωB97M-V with the def2-TZVPD basis set) on the molecule C2H7OPS.

Structure (XYZ):
```
12
Properties=species:S:1:pos:R:3:mulliken_spin:R:1
S -1.5409 0.7023 -0.1654 1.286
P -0.9195 -0.8803 -1.3650 0.048
O 0.4396 1.3116 -0.5651 0.570
C -0.4818 -1.9232 0.1006 0.063
C 1.2039 1.8752 0.4621 -0.019
H 0.2743 -2.5591 -0.2715 -0.003
H 2.1765 2.1670 -0.1866 0.041
H 0.1585 -1.2653 0.6935 -0.006
H -2.3580 -1.1887 -1.5148 0.009
H 0.8549 2.8320 0.8523 0.007
H -1.3322 -2.2366 0.6952 -0.006
H 1.5248 1.1652 1.2648 0.008
```

Results
Gap between HOMO and LUMO (spin up / spin down) (eV): 8.4 / 7.0
Spin multiplicity: 3
LUMO energy (spin up / spin down) (Ha): 0.0311 / -0.0856
⟨S²⟩: 2.012

---

13.
ORCA calculation (ωB97M-V with the def2-TZVPD basis set) on a 2-piece molecular cluster, C2H7OS overall.

Structure (XYZ):
```
11
Properties=species:S:1:pos:R:3:mulliken_charge:R:1
S 0.8184 0.0437 0.4338 -0.202
O 0.3652 -1.1550 -3.0905 -0.776
C 0.3205 0.7693 2.0487 -0.782
C -0.6078 -0.0568 -0.5400 -0.982
H -1.0221 0.9291 -0.8067 0.215
H 1.1984 1.1568 2.5737 0.263
H -0.3906 1.5549 1.7934 0.222
H 0.8665 -1.8559 -2.6434 0.296
H -1.3474 -0.7202 -0.1170 0.153
H -0.0451 -0.6584 -2.3172 0.399
H -0.1560 -0.0075 2.6653 0.195
```

Results
Gap between HOMO and LUMO (eV): 6.3
Total charge: -1
LUMO energy (Ha): 0.1475

---

14.
ORCA calculation (ωB97M-V with the def2-TZVPD basis set) on a 2-piece molecular cluster, C2H7OS overall.

Structure (XYZ):
```
11
Properties=species:S:1:pos:R:3:mulliken_charge:R:1
S 2.9552 1.2798 -0.0361 -0.308
O -0.7941 -0.5939 0.5058 -0.781
C -2.1486 -0.8034 0.5979 -0.633
C 1.4959 0.4522 -0.8887 -0.628
H 2.3466 1.4936 1.1978 0.121
H -2.4069 -1.6621 -0.1185 0.148
H -2.4226 -1.2456 1.5696 0.156
H 0.7033 1.3444 -0.9296 0.231
H 2.1054 0.2459 -1.7813 0.274
H 1.0724 -0.5637 -0.5449 0.272
H -2.9067 0.0529 0.4278 0.148
```

Results
Gap between HOMO and LUMO (eV): 5.6
Total charge: -1
LUMO energy (Ha): 0.1262

---

15.
ORCA calculation (ωB97M-V with the def2-TZVPD basis set) on a 2-piece molecular cluster, C2H7OS overall.

Structure (XYZ):
```
11
Properties=species:S:1:pos:R:3:mulliken_charge:R:1
S -0.1186 0.2210 -2.1011 -0.334
O 0.7425 0.2448 1.8063 -0.812
C 0.8784 -0.8888 2.7047 -0.581
C -1.3638 0.4131 -0.6028 -0.490
H 1.8430 -1.4949 2.4972 0.166
H -0.9806 -0.0027 0.3227 0.150
H 1.0024 -0.1489 -1.2744 0.169
H -1.5069 1.4940 -0.5352 0.201
H -2.2443 -0.1205 -1.0002 0.243
H 0.5782 -0.5961 3.8567 0.135
H 0.1774 -1.7719 2.6895 0.151
```

Results
Gap between HOMO and LUMO (eV): 5.9
Total charge: -1
LUMO energy (Ha): 0.1301

---

16.
ORCA calculation (ωB97M-V with the def2-TZVPD basis set) on a 2-piece molecular cluster, C2H7OS overall.

Structure (XYZ):
```
11
Properties=species:S:1:pos:R:3:mulliken_spin:R:1
S 0.2680 0.3242 1.2897 1.000
O -2.6660 0.9943 1.7757 0.010
C 1.0939 -1.1681 -0.8785 0.065
C 0.6228 0.2566 -0.4844 -0.051
H 0.8967 -1.8915 -0.0357 -0.019
H 1.3959 1.0099 -0.8434 0.007
H -0.2735 0.6209 -1.1297 0.003
H -2.6117 1.8858 1.3672 0.000
H 2.2301 -1.2012 -0.8956 -0.002
H 0.7754 -1.3945 -1.8551 0.002
H -1.7317 0.5636 1.6900 -0.015
```

Results
Gap between HOMO and LUMO (spin up / spin down) (eV): 10.6 / 6.9
Spin multiplicity: 2
LUMO energy (spin up / spin down) (Ha): 0.0328 / -0.0921
⟨S²⟩: 0.753

---

17.
ORCA calculation (ωB97M-V with the def2-TZVPD basis set) on a 2-piece molecular cluster, C2H7OS overall.

Structure (XYZ):
```
11
Properties=species:S:1:pos:R:3:mulliken_spin:R:1
S 0.3740 1.4182 0.8336 0.993
O -2.0865 -0.2443 2.1806 0.020
C 1.2511 0.5284 -0.5344 -0.060
C 0.1876 -0.4945 -1.1167 0.038
H 1.4340 1.2024 -1.3047 0.033
H -0.3914 -1.0985 -0.2918 -0.011
H -0.5707 0.1543 -1.6252 0.000
H 2.2390 0.1659 -0.0858 -0.005
H -1.7820 0.6252 1.6167 -0.009
H 0.6431 -1.3429 -1.8561 0.005
H -1.2981 -0.9143 2.1838 -0.005
```

Results
Gap between HOMO and LUMO (spin up / spin down) (eV): 10.6 / 7.0
Spin multiplicity: 2
LUMO energy (spin up / spin down) (Ha): 0.0314 / -0.0850
⟨S²⟩: 0.753

---

18.
ORCA calculation (ωB97M-V with the def2-TZVPD basis set) on a 3-piece molecular cluster, C2H7OS2 overall.

Structure (XYZ):
```
12
Properties=species:S:1:pos:R:3:mulliken_charge:R:1
S -0.7098 1.1003 -0.6950 -0.677
S 0.9895 -0.0778 -0.4440 -0.220
O 0.9826 3.4021 2.9884 -0.492
C 0.5472 2.7162 2.1011 0.172
C 0.6763 -1.8862 -0.2713 -0.776
H -2.5956 -1.6579 -2.7220 -0.056
H -0.3865 2.9084 1.5600 0.211
H 1.1195 1.8639 1.6731 0.066
H 1.2049 -2.3297 0.5818 0.238
H -0.3860 -2.1074 -0.1946 0.244
H 1.0344 -2.4524 -1.1373 0.233
H -2.4764 -1.4794 -3.4403 0.055
```

Results
Gap between HOMO and LUMO (eV): 6.1
Total charge: -1
LUMO energy (Ha): 0.1371

---

19.
ORCA calculation (ωB97M-V with the def2-TZVPD basis set) on the molecule C2H7P.

Structure (XYZ):
```
10
Properties=species:S:1:pos:R:3:mulliken_charge:R:1
P 0.9852 -0.9623 1.1080 -0.043
C -0.0043 0.3138 -1.2731 -0.942
C -0.0446 0.3896 0.5015 -0.586
H -0.5519 -0.7017 -1.4551 0.248
H 0.3264 1.4375 0.6797 0.349
H 1.0049 0.2240 -1.8201 0.298
H -0.0533 -1.9713 0.8383 0.030
H -1.1064 0.3728 0.7079 0.320
H 0.9033 -0.5811 2.3855 0.007
H -0.3860 1.1956 -1.7850 0.318
```

Results
Structure (SMILES): CCP
Gap between HOMO and LUMO (eV): 10.2
LUMO energy (Ha): 0.0390

---

20.
ORCA calculation (ωB97M-V with the def2-TZVPD basis set) on a 2-piece molecular cluster, C2H7PS overall.

Structure (XYZ):
```
11
Properties=species:S:1:pos:R:3:mulliken_charge:R:1
S -0.8832 1.1153 0.0371 -0.111
P -2.3017 -0.3051 -0.4267 -0.116
C 0.5069 0.1036 0.3962 -0.284
C 1.7578 0.1960 -0.3879 -1.101
H 2.4273 -0.6310 -0.2376 0.320
H -3.5814 0.3572 -0.1415 0.065
H -2.0823 -0.6742 0.9371 0.105
H -0.3538 -1.3405 -0.0714 0.129
H 2.4035 0.9954 -0.2335 0.377
H 1.4616 0.2869 -1.4029 0.321
H 0.6453 -0.1036 1.5311 0.294
```

Results
Gap between HOMO and LUMO (eV): 8.8
LUMO energy (Ha): 0.0116

---

Max |F| per entry: 1.6 1.6 2.8 1.8 0.2 1.0 1.9 0.7 6.2 4.0 4.9 3.6 0.6 3.1 3.4 3.4 4.1 1.1 5.2 5.1 eV/Å
Relative energy (zero: lowest compared OMol25 entry of this formula, charge and spin) per entry: 30.3 4.6 36.1 36.8 5.9 3.5 11.2 3.2 36.5 20.5 74.6 25.7 40.1 64.8 67.5 15.0 24.1 42.0 36.2 84.5 kcal/mol